20
Properties=species:S:1:pos:R:3 method="wB97M-V/def2-TZVPD" energy_ha=-518.7733 orbital_gap_ev="6.97 / 5.53" homo_energy_ev="-7.42 / -6.57"
B -0.771 -1.705 -0.270
C 2.060 1.150 0.179
C 0.932 1.784 0.692
C 2.124 -0.147 -0.125
C -1.154 0.934 -0.410
C -0.330 1.185 1.013
C -1.123 -0.310 -0.896
N 2.282 -1.337 -0.194
N -1.570 2.127 -0.681
O -0.432 -2.672 -1.164
O -1.013 -1.849 1.090
H 2.998 1.594 -0.214
H 0.847 2.790 0.862
H -0.089 0.320 1.584
H -0.921 1.787 1.517
H -1.617 -0.317 -1.915
H 1.700 -2.009 -0.656
H -2.486 2.123 -1.088
H -0.056 -3.412 -0.796
H -0.963 -2.714 1.388

84
Properties=species:S:1:pos:R:3 method="wB97M-V/def2-TZVPD" energy_ha=-4216.8170 orbital_gap_ev="7.97 / 6.89" s_squared=0.76 multiplicity=2 homo_energy_ev="-7.72 / -8.03"
Cu -0.338 -0.054 -1.983
C 4.639 -3.245 -4.794
C 3.389 -3.839 -4.845
C 2.368 -3.393 -4.024
C 2.604 -2.358 -3.124
C 3.853 -1.737 -3.108
C 4.866 -2.184 -3.933
P 1.316 -1.678 -2.022
C 2.200 -1.669 -0.425
C 3.111 -2.647 -0.030
C 3.689 -2.579 1.224
C 3.386 -1.534 2.085
C 2.485 -0.559 1.693
C 1.895 -0.630 0.445
C 0.146 -3.063 -1.778
C 0.567 -4.346 -1.516
C -0.367 -5.367 -1.308
C -1.707 -5.107 -1.386
C -2.176 -3.810 -1.673
C -3.550 -3.518 -1.785
C -3.968 -2.249 -2.068
C -3.038 -1.206 -2.213
C -1.694 -1.435 -2.092
C -1.238 -2.755 -1.856
H 5.437 -3.609 -5.426
H 3.208 -4.653 -5.530
H 1.393 -3.856 -4.068
H 4.026 -0.907 -2.435
H 5.835 -1.707 -3.908
H 3.378 -3.453 -0.698
H 4.379 -3.348 1.538
H 3.850 -1.486 3.057
H 2.237 0.259 2.354
H 1.173 0.113 0.142
H 1.621 -4.585 -1.475
H -0.017 -6.362 -1.083
H -2.425 -5.900 -1.234
H -4.267 -4.315 -1.652
H -5.022 -2.029 -2.169
H -3.401 -0.212 -2.419
C -1.251 -1.767 1.543
C -1.592 -0.312 1.876
C -1.040 0.048 3.253
C -3.107 -0.116 1.820
O -0.963 0.485 0.887
Si -0.921 2.076 0.556
S -0.656 2.052 -1.560
O 0.351 2.774 1.298
C 1.482 3.544 0.905
C 2.355 2.790 -0.102
C 2.276 3.813 2.189
C 1.041 4.864 0.272
O -2.350 2.713 0.951
C -2.904 3.830 1.621
C -4.418 3.589 1.694
C -2.630 5.116 0.840
C -2.303 3.931 3.024
H -1.728 -2.440 2.250
H -0.176 -1.923 1.583
H -1.592 -2.003 0.541
H -1.599 -0.467 4.028
H -1.109 1.121 3.403
H 0.004 -0.243 3.314
H -3.614 -0.881 2.402
H -3.441 -0.176 0.788
H -3.368 0.863 2.206
H 2.737 1.873 0.335
H 3.197 3.410 -0.401
H 1.760 2.554 -0.983
H 2.635 2.876 2.608
H 1.642 4.304 2.922
H 3.132 4.446 1.970
H 0.317 4.662 -0.515
H 1.901 5.363 -0.165
H 0.592 5.523 1.012
H -4.813 3.450 0.691
H -4.910 4.440 2.158
H -4.639 2.698 2.274
H -2.948 4.998 -0.192
H -1.568 5.331 0.851
H -3.165 5.948 1.291
H -2.594 3.070 3.621
H -2.643 4.836 3.521
H -1.220 3.946 2.944

20
Properties=species:S:1:pos:R:3 method="wB97M-V/def2-TZVPD" energy_ha=-328.2555 orbital_gap_ev=10.37 smiles="C=CC[C@@H](C)N.O" homo_energy_ev=-9.42
C -0.876 0.929 -2.217
C 0.284 0.239 -1.488
C -0.203 -0.208 -0.087
C -1.310 -1.242 -0.049
C -2.069 -1.353 1.042
N 1.428 1.133 -1.346
H -1.398 1.760 -1.749
H -0.459 1.247 -3.180
H -1.680 0.253 -2.480
H 0.613 -0.694 -1.955
H -0.407 0.736 0.415
H 0.594 -0.785 0.398
H -1.443 -1.951 -0.867
H -2.978 -1.948 1.030
H -2.008 -0.666 1.884
H 1.922 1.242 -2.223
H 1.037 2.056 -1.180
H 2.584 -0.612 3.326
H 2.134 0.712 2.956
O 2.067 0.122 3.697

The records above yield ΔE to the lowest compared entry with this formula, charge and spin values of 96.2; 12.7; 39.8 kcal per mole, respectively.